Run a
C5H6O2 | ωB97M-V/def2-TZVPD

Gap between HOMO and LUMO in eV: 9.32
LUMO level in eV: 0.622
HOMO energy in eV: -8.70

```
! wB97M-V def2-TZVPD RIJCOSX def2/J DEFGRID3
* xyz 0 1
O -0.605 0.565 -2.384
C -0.852 -0.565 -1.582
C -0.478 -0.359 -0.163
C -0.307 -0.653 1.042
C 0.321 -0.175 2.179
C 0.772 0.747 0.575
O 1.908 0.632 0.162
H 0.351 0.712 -2.398
H -0.325 -1.456 -1.954
H -1.925 -0.768 -1.647
H 1.251 -0.637 2.499
H -0.279 0.314 2.944
H 0.166 1.643 0.728
*
```

Run b
C5H6O2 | ωB97M-V/def2-TZVPD

Gap between HOMO and LUMO in eV: 10.22
LUMO level in eV: 0.921
HOMO energy in eV: -9.30
SMILES: O=C1CO[C@H]2C[C@@H]12

```
! wB97M-V def2-TZVPD RIJCOSX def2/J DEFGRID3
* xyz 0 1
O 1.212 2.204 0.282
C 0.732 1.102 0.164
C 1.480 -0.216 -0.043
O 0.719 -0.887 -1.031
C -0.621 -0.540 -0.798
C -1.169 -0.593 0.580
C -0.710 0.746 0.012
H 1.431 -0.778 0.901
H 2.521 -0.119 -0.349
H -1.254 -0.785 -1.643
H -0.666 -1.065 1.421
H -2.248 -0.702 0.596
H -1.427 1.548 -0.114
*
```

Run c
C5H6O2 | ωB97M-V/def2-TZVPD

Gap between HOMO and LUMO in eV: 10.67
LUMO level in eV: 0.720
HOMO energy in eV: -9.95
SMILES: O=CCC#CCO

```
! wB97M-V def2-TZVPD RIJCOSX def2/J DEFGRID3
* xyz 0 1
O -1.208 -2.627 0.336
C -0.850 -1.749 1.383
C -0.185 -0.560 0.847
C 0.390 0.317 0.256
C 0.981 1.491 -0.373
C 0.293 1.857 -1.682
O 0.893 2.240 -2.653
H -0.427 -2.707 -0.228
H -0.192 -2.236 2.119
H -1.774 -1.471 1.900
H 2.052 1.385 -0.566
H 0.838 2.310 0.345
H -0.811 1.750 -1.684
*
```

Run d
C5H6O2 | ωB97M-V/def2-TZVPD

Gap between HOMO and LUMO in eV: 10.33
LUMO level in eV: 0.859
HOMO energy in eV: -9.47
SMILES: C#CO/C=C\CO

```
! wB97M-V def2-TZVPD RIJCOSX def2/J DEFGRID3
* xyz 0 1
O -1.581 -0.491 0.899
C -1.063 -0.749 -0.390
C -0.617 0.503 -1.119
C 0.246 1.428 -0.721
O 1.012 1.426 0.447
C 1.447 0.284 0.906
C 1.876 -0.742 1.367
H -0.833 -0.403 1.504
H -0.247 -1.481 -0.347
H -1.878 -1.203 -0.960
H -1.096 0.723 -2.069
H 0.432 2.350 -1.259
H 2.303 -1.645 1.741
*
```

Here is how they stack up, most stable first: run b, run c, run d, run a.

Run a
C5H6O2 | ωB97M-V/def2-TZVPD

Gap between HOMO and LUMO in eV: 10.17
LUMO level in eV: 0.670
HOMO energy in eV: -9.50
SMILES: CC1C=C1.O=C=O

```
! wB97M-V def2-TZVPD RIJCOSX def2/J DEFGRID3
* xyz 0 1
C 1.114 1.138 0.155
C 0.793 -0.347 0.203
O -1.762 0.576 1.479
C -2.554 0.196 0.716
O -3.333 -0.196 -0.060
C -0.220 -0.978 -0.695
C 1.008 -1.281 -0.962
H 0.637 1.623 -0.704
H 2.194 1.304 0.082
H 0.762 1.647 1.061
H 0.916 -0.767 1.204
H -1.267 -1.065 -0.923
H 1.711 -1.850 -1.555
*
```

Run b
C5H6O2 | ωB97M-V/def2-TZVPD

Gap between HOMO and LUMO in eV: 9.11
LUMO level in eV: 0.246
HOMO energy in eV: -8.86

```
! wB97M-V def2-TZVPD RIJCOSX def2/J DEFGRID3
* xyz 0 1
O 1.206 1.991 0.752
C 0.656 0.978 0.382
C 1.510 -0.174 -0.158
O 0.681 -1.190 -0.731
C -0.158 -0.693 -1.612
C -1.514 -0.204 0.883
C -0.838 0.845 0.411
H 2.089 -0.639 0.645
H 2.190 0.234 -0.910
H -0.854 -1.546 -1.790
H -1.020 -1.113 1.220
H -2.598 -0.185 0.946
H -1.357 1.742 0.084
*
```

Run c
C5H6O2 | ωB97M-V/def2-TZVPD

Gap between HOMO and LUMO in eV: 8.76
LUMO level in eV: 0.605
HOMO energy in eV: -8.15

```
! wB97M-V def2-TZVPD RIJCOSX def2/J DEFGRID3
* xyz 0 1
C 1.093 0.396 1.388
C -1.052 -0.982 -1.506
C 0.652 1.592 0.723
C -0.073 -0.253 -0.630
C -0.076 -0.337 0.759
O 0.650 0.685 -1.128
O 0.328 2.705 0.684
H 0.988 0.511 2.468
H 2.100 0.075 1.111
H -0.753 -0.920 1.362
H -0.499 -1.529 -2.273
H -1.692 -0.264 -2.020
H -1.666 -1.680 -0.938
*
```

Run d
C5H6O2 | ωB97M-V/def2-TZVPD

Gap between HOMO and LUMO in eV: 10.52
LUMO level in eV: 0.881
HOMO energy in eV: -9.64
SMILES: O=C1CO[C@H]2C[C@@H]12

```
! wB97M-V def2-TZVPD RIJCOSX def2/J DEFGRID3
* xyz 0 1
O -1.064 -2.101 -0.688
C -0.517 -1.044 -0.481
C -0.240 0.001 -1.546
O 0.358 1.076 -0.870
C 0.908 0.635 0.376
C -0.145 0.718 1.464
C 0.149 -0.618 0.786
H -1.158 0.359 -2.014
H 0.392 -0.463 -2.332
H 1.937 0.862 0.166
H -0.980 1.321 1.125
H -0.055 0.700 2.561
H 0.415 -1.447 1.451
*
```

Here is how they stack up, most stable first: run a, run d, run c, run b.

Run a
C5H6O2 | ωB97M-V/def2-TZVPD

Gap between HOMO and LUMO (spin up / spin down) in eV: 9.82 / 6.49
LUMO level (spin up / spin down) in eV: 0.190 / -1.235
HOMO energy (spin up / spin down) in eV: -9.63 / -7.73

```
! wB97M-V def2-TZVPD RIJCOSX def2/J DEFGRID3
* xyz 0 1
C 2.836 -0.651 0.755
C 2.823 -0.198 -0.407
C -2.046 1.054 -0.073
C -2.718 -0.175 0.077
C -0.695 1.062 -0.380
O -3.808 -0.219 0.589
O 0.198 0.201 -0.878
H 3.442 -1.315 1.271
H 2.025 -0.268 1.371
H 2.752 0.369 -1.343
H -2.344 1.891 0.512
H -2.249 -1.127 -0.288
H -0.215 -0.623 -1.205
*
```

Run b
C5H6O2 | ωB97M-V/def2-TZVPD

Gap between HOMO and LUMO in eV: 10.40
LUMO level in eV: 0.903
HOMO energy in eV: -9.50
SMILES: O=C1CO[C@H]2C[C@@H]12

```
! wB97M-V def2-TZVPD RIJCOSX def2/J DEFGRID3
* xyz 0 1
O 0.193 -1.216 2.108
C 0.130 -0.800 0.978
C -0.852 -1.291 -0.094
O -0.498 -0.652 -1.309
C 0.384 0.417 -1.024
C 0.032 1.448 -0.012
C 0.943 0.292 0.358
H -1.888 -1.053 0.181
H -0.782 -2.381 -0.190
H 0.801 0.888 -1.889
H -0.986 1.511 0.343
H 0.555 2.399 -0.133
H 1.966 0.439 0.682
*
```

Here is how they stack up, most stable first: run b, run a.

Run a
C7H11N | ωB97M-V/def2-TZVPD

Gap between HOMO and LUMO in eV: 10.46
LUMO level in eV: 1.111
HOMO energy in eV: -9.35

```
! wB97M-V def2-TZVPD RIJCOSX def2/J DEFGRID3
* xyz 0 1
C -1.945 0.688 0.175
C -0.612 -0.774 0.267
C 0.841 -1.148 0.043
C 1.413 0.119 0.951
C 0.973 1.054 -0.137
C 1.359 -0.271 -1.070
C -0.565 0.675 -0.355
H -2.159 0.635 1.303
H -2.779 1.411 -0.290
H -2.662 -1.400 -0.024
H -0.730 -0.670 1.328
H 1.426 -2.050 0.379
H 2.512 -0.018 0.992
H 0.882 0.310 1.979
H 1.296 2.116 -0.328
H 0.781 -0.275 -1.974
H 2.473 -0.217 -1.302
H -0.492 0.567 -1.519
N -2.013 -0.752 -0.418
*
```

Run b
C7H11N | ωB97M-V/def2-TZVPD

Gap between HOMO and LUMO in eV: 8.35
LUMO level in eV: -0.191
HOMO energy in eV: -8.54

```
! wB97M-V def2-TZVPD RIJCOSX def2/J DEFGRID3
* xyz 0 1
C -1.095 -1.590 1.804
C 1.996 2.329 -0.828
C -1.236 -1.100 0.402
C 0.850 1.440 -0.517
C 1.557 -0.380 -0.757
C -2.084 -1.553 -0.510
C -0.339 1.492 -0.154
N 1.105 -1.358 -0.266
H 2.457 -0.177 -1.326
H -1.862 -2.335 2.031
H -1.183 -0.768 2.520
H -0.117 -2.052 1.946
H 2.844 2.077 -0.184
H 1.741 3.377 -0.681
H 2.312 2.185 -1.864
H -2.154 -1.114 -1.496
H -2.751 -2.378 -0.290
H -0.754 -0.052 0.186
H -1.288 1.957 -0.016
*
```

Here is how they stack up, most stable first: run a, run b.

Run a
H12O6 | ωB97M-V/def2-TZVPD

Gap between HOMO and LUMO in eV: 11.51
LUMO level in eV: 0.336
HOMO energy in eV: -11.17
SMILES: O.O.O.O.O.O

```
! wB97M-V def2-TZVPD RIJCOSX def2/J DEFGRID3
* xyz 0 1
O -1.939 0.616 -0.388
H -1.701 -0.017 -1.081
H -1.295 1.320 -0.571
O -0.897 -1.095 1.573
H -1.178 -0.453 0.897
H -1.125 -0.863 2.471
O 0.259 1.459 2.117
H 0.702 0.689 1.747
H 0.314 2.145 1.443
O 1.204 -2.060 0.079
H 0.421 -1.748 0.572
H 1.784 -2.407 0.763
O 0.917 1.749 -0.867
H 1.651 1.340 -0.396
H 0.740 1.109 -1.584
O 0.256 -0.563 -2.415
H 0.925 -0.864 -3.044
H 0.483 -1.090 -1.636
*
```

Run b
H12O6 | ωB97M-V/def2-TZVPD

Gap between HOMO and LUMO in eV: 10.83
LUMO level in eV: -0.126
HOMO energy in eV: -10.96
SMILES: O.O.O.O.O.O

```
! wB97M-V def2-TZVPD RIJCOSX def2/J DEFGRID3
* xyz 0 1
H -0.405 -1.031 1.064
H 0.318 -1.780 -0.044
H -4.000 -1.053 -1.196
H -4.759 -0.938 0.116
H 1.422 2.362 -0.328
H 2.054 1.846 0.954
H -0.558 0.685 -2.097
H -1.454 1.068 -0.931
H -0.709 1.392 1.036
H -1.946 1.172 1.891
H 4.199 -1.893 -0.652
H 5.178 -0.733 -0.572
O -0.106 -1.912 0.812
O -4.288 -1.572 -0.436
O 1.788 1.565 0.072
O -0.683 1.366 -1.426
O -0.995 1.015 1.875
O 4.943 -1.561 -0.138
*
```

Here is how they stack up, most stable first: run a, run b.